[1]
200
Properties=species:S:1:pos:R:3 method="wB97M-V/def2-TZVPD" total_charge=0 lumo_ev=0.233 e_tot_ev=-339460.833 homo_ha=-0.336 max_force_ev_per_a=3.0
Cl -2.6016 5.3343 0.5557
C -1.0534 4.9060 -0.4630
C -1.2603 5.4071 -1.8253
Cl -1.3472 7.2086 -1.8806
H -0.9788 3.8250 -0.3850
H -0.2260 5.3840 0.0417
H -2.1762 4.9709 -2.2408
H -0.4170 5.0028 -2.3997
Cl 0.0870 1.9659 7.1072
C 0.7454 1.9512 5.4666
C 1.4420 3.2645 5.1038
Cl 1.8351 3.5215 3.3289
H -0.1343 1.8142 4.8915
H 1.2722 1.0249 5.3139
H 2.4084 3.4057 5.5429
H 0.7657 4.0586 5.2394
Cl 3.9189 3.0786 -1.8329
C 3.5560 4.0575 -0.3887
C 4.8515 4.1715 0.4360
Cl 5.1322 2.6568 1.2302
H 2.7234 3.6093 0.1138
H 3.1622 5.0093 -0.6918
H 4.7926 4.9666 1.2476
H 5.7853 4.4565 -0.0664
Cl 3.5034 -3.7541 2.4317
C 3.8177 -5.1319 1.3500
C 5.3233 -5.2568 1.0171
Cl 5.6773 -6.7377 0.1700
H 3.2347 -5.0207 0.4670
H 3.4204 -5.9661 1.9279
H 5.8823 -5.2962 1.9284
H 5.6115 -4.4503 0.3920
Cl -0.7727 -4.2124 -6.0000
C -0.3792 -2.7479 -5.0511
C -1.1098 -1.5057 -5.5421
Cl -2.8367 -1.5166 -5.1943
H 0.7504 -2.6484 -5.0723
H -0.7664 -3.0733 -4.0862
H -0.9835 -1.5421 -6.6357
H -0.6268 -0.6022 -5.2230
Cl -2.5007 -6.0135 -1.5537
C -3.3728 -4.8728 -0.4171
C -2.4842 -3.6748 -0.2560
Cl -2.4718 -2.8884 -1.9054
H -3.3405 -5.2972 0.5912
H -4.4284 -4.7316 -0.7277
H -1.4521 -3.9187 -0.1635
H -2.9377 -3.0359 0.5376
Cl 4.4723 1.4386 5.9752
C 4.7218 0.6767 4.3281
C 4.2232 -0.7129 4.1916
Cl 2.4256 -0.6172 3.7390
H 5.8117 0.6534 4.3032
H 4.3157 1.3680 3.5243
H 4.2528 -1.2804 5.1148
H 4.7187 -1.2963 3.4251
Cl -2.9200 3.7708 -5.3504
C -1.7493 2.7469 -6.1650
C -0.2302 3.0932 -5.8961
Cl 0.4202 2.4658 -4.3233
H -1.9756 2.8737 -7.2098
H -1.9479 1.7659 -5.8802
H -0.0282 4.1615 -6.0253
H 0.3655 2.5194 -6.6201
Cl 0.0292 -5.0508 1.8257
C -0.2822 -3.6229 2.8827
C 0.3249 -3.6862 4.3046
Cl -0.5254 -4.8226 5.3249
H -1.3712 -3.3781 2.9249
H 0.2490 -2.8094 2.4642
H 0.1735 -2.7090 4.6661
H 1.3274 -3.9971 4.2667
Cl -6.2583 -3.3007 -3.5872
C -5.2308 -4.2884 -4.5903
C -5.7258 -4.5084 -5.9768
Cl -7.0208 -5.7503 -6.0840
H -4.9999 -5.2704 -4.1108
H -4.3077 -3.6673 -4.6668
H -4.8807 -4.8835 -6.6400
H -6.1434 -3.6244 -6.4012
C 3.8579 6.6257 3.5784
O 3.7633 6.6130 2.3803
N 2.8386 6.7747 4.4043
C 3.0690 6.6465 5.8364
C 1.4880 6.7371 3.9237
H 4.7939 6.5004 4.0868
H 2.4566 7.4277 6.3025
H 4.1600 6.8230 6.0574
H 2.7628 5.7405 6.2908
H 1.0752 5.8210 4.3318
H 0.8721 7.5698 4.2810
H 1.5020 6.5891 2.8526
C -3.8587 0.4553 6.1385
O -4.7791 0.8696 6.7962
N -3.3611 -0.7893 6.0627
C -2.2208 -1.1699 5.2041
C -4.0597 -1.8723 6.7598
H -3.1918 1.1283 5.5747
H -2.4164 -1.1802 4.0925
H -1.8990 -2.2030 5.3758
H -1.3405 -0.5129 5.3437
H -4.7671 -2.5059 6.1583
H -3.3216 -2.5342 7.2168
H -4.7420 -1.4021 7.4818
C 2.8725 -4.8018 -2.8650
O 2.9938 -4.4731 -1.7124
N 1.9421 -5.6915 -3.1943
C 1.8086 -6.2978 -4.5117
C 1.0997 -6.2805 -2.1610
H 3.4450 -4.3776 -3.7618
H 2.3823 -7.2755 -4.5866
H 2.1700 -5.6280 -5.2815
H 0.7399 -6.4082 -4.7614
H 1.0596 -5.7649 -1.2508
H 0.1108 -6.3515 -2.5585
H 1.4139 -7.3243 -1.9009
C -5.4642 0.3749 -1.7192
O -5.2262 0.5354 -0.5397
N -5.4374 1.3543 -2.6120
C -5.8381 1.0581 -3.9984
C -4.9476 2.6842 -2.3759
H -5.7450 -0.6112 -2.1071
H -6.2442 0.0403 -3.9481
H -5.0119 1.1748 -4.6387
H -6.6059 1.6881 -4.3643
H -5.6139 3.4519 -2.6811
H -4.8892 2.7636 -1.2686
H -3.9620 2.8773 -2.8662
C 0.2308 1.4805 0.7210
O 0.9926 2.1695 0.0786
N -0.7539 0.7578 0.1866
C -1.6796 -0.0694 0.9793
C -0.9531 0.7720 -1.2457
H 0.2211 1.4846 1.8212
H -1.6446 -1.0889 0.5749
H -2.7405 0.2362 0.8552
H -1.4577 0.0168 2.0387
H -0.0268 0.8734 -1.8252
H -1.5201 -0.1067 -1.5217
H -1.4782 1.6939 -1.5360
C 2.2775 -0.9086 -2.0924
O 1.8265 -1.6525 -2.9705
N 2.1281 -1.0232 -0.7708
C 2.9405 -0.2650 0.1719
C 1.2326 -2.0700 -0.2603
H 2.8925 -0.0237 -2.3891
H 3.4084 0.6527 -0.2895
H 3.7513 -0.8578 0.6317
H 2.2856 0.0024 1.0247
H 0.8605 -1.7091 0.7115
H 0.4070 -2.1979 -0.9401
H 1.7241 -3.0640 -0.0946
C -4.4889 -1.5183 2.1856
O -3.7390 -2.3907 2.5900
N -5.8223 -1.4302 2.4325
C -6.6484 -0.5002 1.7926
C -6.3876 -2.4451 3.2964
H -4.1961 -0.6851 1.5841
H -7.3265 -0.0858 2.5310
H -7.1889 -1.0398 0.9957
H -6.0672 0.2237 1.2483
H -5.5267 -3.0770 3.5000
H -6.5929 -1.9492 4.2806
H -7.2425 -2.9240 2.8099
C 2.3843 0.0145 -6.0341
O 1.3620 0.2925 -6.6350
N 3.4909 0.7760 -5.9215
C 4.7506 0.1779 -5.3531
C 3.6123 2.0771 -6.6111
H 2.4926 -0.9086 -5.4237
H 5.4476 0.0432 -6.1644
H 4.5601 -0.7977 -4.8908
H 5.1027 0.8333 -4.6353
H 4.2978 1.9527 -7.4453
H 2.6103 2.3990 -7.0121
H 3.9263 2.8575 -5.9492
C 7.0535 -1.5781 -3.2933
O 6.7217 -2.4886 -4.0485
N 6.5408 -1.4192 -2.0546
C 6.8085 -0.1936 -1.2733
C 5.4794 -2.2670 -1.5879
H 7.7365 -0.8172 -3.6156
H 5.8610 0.3987 -1.1966
H 7.6027 0.3570 -1.7075
H 7.2138 -0.5285 -0.3024
H 5.4583 -3.1379 -2.2243
H 5.6176 -2.5369 -0.5472
H 4.4347 -1.7847 -1.7081
C -1.6790 3.7862 3.6146
O -1.6343 2.6259 3.2600
N -2.8310 4.5047 3.8395
C -2.6841 5.8640 4.4037
C -4.1412 3.8846 3.8087
H -0.8212 4.4700 3.6823
H -3.4063 6.5041 3.8913
H -1.6831 6.2689 4.2019
H -2.9166 5.9828 5.4932
H -4.9170 4.3509 3.2118
H -3.9753 2.8722 3.2985
H -4.5839 3.6004 4.7937

---

[2]
243
Properties=species:S:1:pos:R:3 method="wB97M-V/def2-TZVPD" total_charge=+1 lumo_ev=-1.649 e_tot_ev=-274307.261 homo_ha=-0.424 max_force_ev_per_a=4.9
C 0.1957 -3.9515 0.8586
O -1.0613 -3.4997 0.3533
C -1.0021 -3.2930 -1.0327
C -0.2223 -2.0300 -1.4530
N -0.6677 -0.7894 -0.5283
H -1.6742 -0.7254 -0.4739
H -0.2974 -0.8594 0.4088
C -0.1916 0.5659 -1.1470
C -0.4739 1.7467 -0.2383
O -0.2232 1.3587 1.1048
C 0.0627 2.4454 1.9669
H 0.2416 -5.0396 0.8131
H 0.3376 -3.7010 1.9099
H 1.0021 -3.4297 0.3433
H -2.0367 -3.1411 -1.3404
H -0.6547 -4.1431 -1.6199
H -0.3566 -1.7687 -2.5027
H 0.8434 -2.1899 -1.2887
H -0.8574 0.6897 -2.0012
H 0.8311 0.4262 -1.4971
H -1.5212 1.9851 -0.4236
H 0.2628 2.4705 -0.5869
H 0.2360 1.9016 2.8955
H -0.8100 3.0694 2.1596
H 0.9253 3.0874 1.7885
C -3.8868 3.5969 -0.7154
C -4.6022 3.1233 -1.9326
O -4.5048 1.7715 -2.0698
H -4.2256 4.5990 -0.4523
H -2.8314 3.6094 -0.9873
H -3.9127 2.9658 0.1730
H -4.1543 3.6326 -2.7859
H -5.6638 3.3645 -1.8798
H -4.8383 1.5405 -2.9399
C 1.6561 -1.4445 -5.7605
C 2.6010 -1.5497 -4.5768
O 2.2123 -0.6542 -3.5354
H 1.9351 -2.2500 -6.4398
H 1.6334 -0.4883 -6.2832
H 0.6065 -1.5498 -5.4862
H 3.6601 -1.4653 -4.8200
H 2.5932 -2.5812 -4.2245
H 2.9280 -0.5476 -2.9046
C 4.4111 -5.0638 -3.0858
C 4.9909 -4.4022 -4.3616
O 4.1197 -4.4045 -5.3884
H 5.0325 -4.9049 -2.2044
H 4.3791 -6.1515 -3.1488
H 3.3852 -4.7255 -2.9408
H 5.9761 -4.8381 -4.5273
H 5.1795 -3.3571 -4.1159
H 4.6010 -3.9565 -6.0878
C -0.2798 7.4571 6.2305
C 0.4505 7.2338 4.8617
O 1.7892 6.9450 5.1430
H -0.3413 6.5055 6.7586
H -1.2516 7.8801 5.9762
H 0.2204 8.1573 6.8995
H 0.3615 8.2106 4.3862
H -0.1187 6.4171 4.4178
H 2.2465 6.6734 4.3438
C -4.3046 -0.1162 1.9193
C -4.2334 -1.0147 0.6935
O -3.5460 -0.2600 -0.3603
H -4.9169 0.7351 1.6217
H -3.3123 0.1657 2.2715
H -4.8940 -0.6404 2.6715
H -5.1424 -1.4460 0.2742
H -3.6762 -1.8415 1.1341
H -4.0891 0.4089 -0.7836
C -2.2157 -2.9123 -7.5066
C -3.1934 -2.6482 -8.6071
O -3.6694 -3.9080 -9.0858
H -1.6902 -3.8290 -7.7742
H -2.6836 -3.0178 -6.5278
H -1.4996 -2.0928 -7.4451
H -2.7478 -2.2543 -9.5205
H -3.9456 -1.9814 -8.1855
H -3.9498 -3.7459 -9.9895
C 3.5858 2.6080 -2.9475
C 4.8875 2.1584 -2.4004
O 4.8546 0.7977 -2.0904
H 3.4361 3.6705 -3.1392
H 2.7317 2.3210 -2.3341
H 3.5012 2.2823 -3.9843
H 5.0460 2.6545 -1.4429
H 5.7034 2.3128 -3.1066
H 5.7167 0.6071 -1.7135
C -0.8201 3.4673 -4.6926
C 0.5163 2.6789 -4.7558
O 0.3228 1.4509 -4.1778
H -1.4118 3.3036 -5.5932
H -0.7386 4.5430 -4.5368
H -1.5329 3.2480 -3.8976
H 1.3095 3.1393 -4.1668
H 0.8762 2.5205 -5.7724
H 1.1047 0.9453 -4.4116
C -4.1026 -0.8534 -4.5217
C -2.9624 0.1585 -4.8052
O -1.8401 -0.4429 -4.2103
H -4.9684 -0.6380 -5.1478
H -4.2783 -0.7685 -3.4493
H -3.7418 -1.8634 -4.7158
H -3.2128 1.1547 -4.4405
H -2.8093 0.2750 -5.8781
H -1.1303 0.2023 -4.2485
C 2.9164 -6.4927 0.1885
C 3.7989 -6.2398 1.5067
O 3.0723 -5.2365 2.2635
H 2.8146 -5.6498 -0.4951
H 1.9065 -6.7978 0.4624
H 3.4050 -7.2371 -0.4401
H 4.7961 -5.9159 1.2086
H 3.7283 -7.1683 2.0732
H 2.1683 -5.5138 2.4292
C 4.4756 -2.5524 0.1095
C 3.5422 -1.4500 0.6382
O 2.8748 -0.7752 -0.3413
H 5.0626 -2.9455 0.9396
H 5.1275 -2.1846 -0.6829
H 3.9217 -3.3823 -0.3292
H 4.0973 -0.7177 1.2244
H 2.8060 -1.9082 1.2986
H 3.5210 -0.1440 -0.6662
C 6.1381 -4.4572 5.7515
C 5.5523 -4.5428 4.3266
O 4.0737 -4.5894 4.4745
H 5.8658 -3.4418 6.0395
H 7.2076 -4.6652 5.7201
H 5.6536 -5.2072 6.3767
H 5.9748 -5.4392 3.8725
H 5.7576 -3.6902 3.6793
H 3.6441 -4.9016 3.6747
C 4.1170 3.2297 7.1137
C 3.8837 4.4681 6.2764
O 4.0123 3.8832 4.9632
S 3.2515 2.3867 4.8217
O 3.9429 1.5230 3.8613
O 1.7912 2.5012 4.8448
O 3.9203 2.0328 6.3128
H 3.3633 3.1904 7.9002
H 5.0722 3.2301 7.6388
H 4.6480 5.2443 6.3152
H 2.9048 4.9436 6.3373
C -3.0114 8.9975 3.2059
C -3.7786 8.5901 2.0005
O -3.6180 7.2477 1.6959
S -2.0673 6.8233 2.0741
O -1.1775 7.0793 0.9158
O -1.9915 5.4974 2.7391
O -1.9562 8.1242 3.1556
H -3.4720 8.8704 4.1856
H -2.6546 10.0181 3.0676
H -3.3130 9.0840 1.1476
H -4.8092 8.9193 2.1331
C 1.6417 -2.7945 5.3211
C 2.5297 -1.8899 4.5077
O 1.7928 -0.7651 4.0500
S 0.2618 -0.7096 4.6621
O -0.6800 -1.2366 3.6739
O -0.0656 0.5680 5.3521
O 0.6819 -1.8305 5.7840
H 2.2103 -3.2085 6.1538
H 1.1151 -3.5440 4.7302
H 2.7060 -2.4357 3.5808
H 3.5401 -1.6342 4.8267
C -1.5414 -7.0257 -6.0390
C -2.5134 -5.9949 -5.5480
O -1.8874 -5.2766 -4.4968
S -0.2297 -5.5704 -4.3204
O 0.0454 -6.5262 -3.2369
O 0.5663 -4.3264 -4.3267
O -0.2890 -6.2851 -5.8857
H -1.6225 -7.2274 -7.1071
H -1.6057 -7.9477 -5.4613
H -3.5281 -6.2144 -5.2159
H -2.6978 -5.3231 -6.3863
C -3.7660 -5.9541 -1.5533
C -4.3295 -4.7793 -0.7872
O -4.8700 -3.8859 -1.6947
S -5.3672 -4.6198 -3.1078
O -4.6404 -4.1261 -4.2685
O -6.8389 -4.6919 -3.2312
O -4.8416 -6.1217 -2.4789
H -3.6625 -6.8827 -0.9919
H -2.8415 -5.7837 -2.1050
H -3.7096 -4.1348 -0.1640
H -5.1039 -5.1242 -0.1021
C -1.9951 -4.1996 4.0536
C -2.8900 -5.2845 3.4546
O -2.0274 -6.2879 2.9835
S -0.7336 -6.3877 4.0693
O 0.5235 -6.3118 3.2964
O -0.9527 -7.5063 5.0014
O -1.0973 -4.9490 4.7798
H -2.5385 -3.4697 4.6536
H -1.4254 -3.6644 3.2939
H -3.6331 -4.8586 2.7805
H -3.4761 -5.6927 4.2780
C 6.2659 4.2952 2.5798
C 7.0451 3.6081 1.4172
O 8.3936 3.9266 1.4176
S 8.7590 4.5779 2.9273
O 9.7307 5.7093 2.9314
O 9.0000 3.4833 3.9007
O 7.2217 5.1351 3.1746
H 5.9361 3.5804 3.3338
H 5.3457 4.8127 2.3087
H 6.7383 3.8088 0.3906
H 7.0366 2.5355 1.6109
C -7.3081 -0.6139 -1.6694
C -7.6465 0.8743 -2.1151
O -8.9669 0.8078 -2.6844
S -9.3183 -0.7230 -3.2404
O -9.4034 -0.7370 -4.7213
O -10.4892 -1.2697 -2.5451
O -7.8528 -1.3238 -2.7889
H -7.7772 -0.8690 -0.7192
H -6.2215 -0.5808 -1.5894
H -7.0098 1.2193 -2.9298
H -7.5782 1.5974 -1.3024
C -1.7378 3.7761 5.8515
C -3.1537 3.4587 5.3450
O -3.9547 3.8894 6.4290
S -3.4453 5.3578 6.9396
O -3.9023 5.5596 8.3066
O -3.5601 6.4443 5.9550
O -1.9071 4.8165 6.8138
H -1.1884 4.2699 5.0500
H -1.2154 2.9771 6.3776
H -3.3121 2.4063 5.1097
H -3.3424 4.0355 4.4396
C 2.1937 6.7478 -1.9712
C 0.8188 6.0576 -1.8227
O 0.8513 5.5050 -0.5424
S 2.4208 5.4802 0.0881
O 3.3038 4.4433 -0.4249
O 2.3462 5.6753 1.5590
O 2.7114 6.8546 -0.6902
H 2.0493 7.6646 -2.5428
H 2.7929 6.0781 -2.5880
H 0.6795 5.2205 -2.5068
H -0.1033 6.6364 -1.8738